No. 1
Below is 8 unconnected molecules or ions with the total composition C40H72N12O4 in a non-equilibrium geometry, with properties calculated with wB97M-V/def2-TZVPD.

net charge = +4
calculated total energy = -68682.7218 eV
frontier orbital gap = 3.047 eV

Last column: Mulliken charge in e.
Geometry (Å):
1 C -2.614 2.415 2.464  -0.8401
2 C -1.298 3.132 2.265  -0.1968
3 N -1.242 3.819 0.953  0.1902
4 C -1.275 3.161 -0.248  -0.3384
5 C -1.322 4.124 -1.223  -1.1553
6 N -1.206 5.335 -0.581  0.2254
7 C -1.167 5.123 0.736  -0.0146
8 C -0.960 6.628 -1.221  -0.9039
9 H -2.592 1.518 3.085  0.2419
10 H -3.059 2.190 1.498  0.0513
11 H -3.342 2.942 3.088  0.4342
12 H -0.440 2.478 2.390  0.0854
13 H -1.307 4.026 2.891  0.4153
14 H -1.382 2.086 -0.319  0.7067
15 H -1.533 4.030 -2.274  0.5794
16 H -1.106 5.941 1.435  0.4327
17 H -0.464 7.305 -0.531  0.2409
18 H -1.853 7.094 -1.632  0.3849
19 H -0.266 6.481 -2.048  0.3628
20 C -1.741 -2.788 3.169  -0.1766
21 C -3.156 -2.935 3.718  -0.6468
22 N -4.087 -1.986 3.042  0.2266
23 C -5.271 -1.470 3.507  -0.5953
24 C -5.828 -0.633 2.588  -0.3174
25 N -4.873 -0.548 1.603  0.3305
26 C -3.841 -1.336 1.895  -0.2625
27 C -4.958 0.231 0.370  -0.6845
28 H -1.677 -3.145 2.142  -0.4509
29 H -1.095 -3.350 3.842  0.5120
30 H -1.446 -1.739 3.213  0.1643
31 H -3.148 -2.551 4.741  0.3956
32 H -3.625 -3.913 3.784  0.3791
33 H -5.680 -1.769 4.459  0.5201
34 H -6.769 -0.113 2.576  0.4812
35 H -3.042 -1.435 1.167  0.2254
36 H -5.780 0.934 0.445  0.3015
37 H -5.124 -0.480 -0.442  0.3319
38 H -4.023 0.696 0.062  0.1618
39 C -1.853 -5.497 -0.185  -0.6295
40 C -0.662 -6.211 -0.826  -0.2407
41 N -0.242 -5.617 -2.099  0.3012
42 C -0.297 -4.286 -2.439  -0.2955
43 C 0.179 -4.206 -3.716  -1.2834
44 N 0.464 -5.483 -4.131  0.1097
45 C 0.287 -6.312 -3.099  -0.1663
46 C 0.920 -5.935 -5.453  -0.7968
47 H -1.646 -4.510 0.240  -0.2301
48 H -2.143 -6.101 0.673  0.4655
49 H -2.655 -5.310 -0.901  0.3723
50 H -0.880 -7.260 -1.023  0.4089
51 H 0.131 -6.288 -0.076  0.0656
52 H -0.656 -3.573 -1.709  0.9554
53 H 0.311 -3.310 -4.296  0.5211
54 H 0.326 -7.386 -3.189  0.4115
55 H 0.048 -6.434 -5.883  0.3909
56 H 1.689 -6.697 -5.384  0.3236
57 H 1.090 -5.051 -6.057  0.2892
58 C 4.106 3.088 0.662  -1.2806
59 C 2.762 3.467 0.065  -0.3247
60 N 2.867 4.624 -0.833  0.4022
61 C 2.913 4.535 -2.207  -0.4179
62 C 2.853 5.787 -2.690  -0.4861
63 N 2.562 6.631 -1.645  0.1762
64 C 2.599 5.913 -0.522  -0.2147
65 C 2.102 8.007 -1.759  -1.0542
66 H 4.298 2.047 0.922  0.2525
67 H 4.444 3.786 1.426  0.3607
68 H 4.842 3.130 -0.151  0.4522
69 H 2.059 3.741 0.852  0.1510
70 H 2.365 2.600 -0.461  0.3854
71 H 2.944 3.638 -2.803  0.4980
72 H 2.877 6.167 -3.698  0.4633
73 H 2.659 6.324 0.474  0.4396
74 H 1.543 8.298 -0.875  0.4151
75 H 1.584 8.235 -2.685  0.3955
76 H 3.002 8.626 -1.729  0.3697
77 C 3.184 -0.653 3.274  -0.5520
78 C 3.367 0.523 4.256  -0.8363
79 N 4.723 0.524 4.836  0.2734
80 C 5.846 1.193 4.392  -0.2358
81 C 6.853 0.899 5.233  -0.4366
82 N 6.324 0.211 6.293  0.1042
83 C 5.029 -0.003 6.035  -0.1826
84 C 7.001 -0.132 7.526  -0.8275
85 H 3.634 -0.327 2.341  0.2180
86 H 2.113 -0.842 3.231  0.1650
87 H 3.649 -1.541 3.699  0.4083
88 H 2.616 0.529 5.040  0.4524
89 H 3.314 1.422 3.642  0.1886
90 H 5.849 1.758 3.476  0.3771
91 H 7.871 1.246 5.183  0.4164
92 H 4.326 -0.566 6.627  0.4339
93 H 8.068 0.083 7.540  0.3351
94 H 6.932 -1.207 7.684  0.3487
95 H 6.641 0.395 8.409  0.3523
96 C -3.963 1.688 -7.448  -1.0045
97 C -3.107 0.405 -7.489  -0.5490
98 N -2.797 -0.071 -6.128  0.1587
99 C -1.674 0.305 -5.436  -0.6015
100 C -1.676 -0.305 -4.228  -0.4287
101 N -2.810 -1.080 -4.198  0.2030
102 C -3.481 -0.900 -5.349  -0.0278
103 C -3.258 -2.008 -3.175  -0.6742
104 H -3.514 2.366 -6.728  0.3291
105 H -5.025 1.506 -7.281  0.3342
106 H -3.967 2.053 -8.476  0.3545
107 H -2.189 0.786 -7.931  0.2784
108 H -3.519 -0.422 -8.060  0.3764
109 H -0.953 0.981 -5.862  0.4346
110 H -0.985 -0.172 -3.413  0.6487
111 H -4.419 -1.399 -5.532  0.4142
112 H -4.314 -2.187 -3.379  0.3041
113 H -3.267 -1.546 -2.188  0.1311
114 H -2.739 -2.961 -3.144  0.2967
115 C 0.997 -1.341 0.326  -0.1681
116 C -0.459 -0.888 0.418  0.2872
117 O -1.241 -1.535 -0.316  -0.3082
118 O -0.693 0.070 1.203  -0.5227
119 H 1.160 -2.058 -0.474  0.2279
120 H 1.206 -1.770 1.311  -0.3080
121 H 1.786 -0.583 0.332  0.0780
122 C 1.376 -4.723 1.956  0.0371
123 C 2.004 -6.069 2.307  0.3261
124 O 2.475 -6.769 1.385  -0.7286
125 O 1.746 -6.494 3.460  -0.7329
126 H 0.852 -4.193 2.752  0.0652
127 H 0.713 -4.777 1.084  -0.1644
128 H 2.195 -4.090 1.583  0.1768

No. 2
Below is a molecular structure, C5H11N2OPS in a non-equilibrium geometry, with properties calculated with wB97M-V/def2-TZVPD.

2S+1 = 3
calculated total energy = -30510.2015 eV
⟨S²⟩ = 2.007
frontier orbital gap (spin up / spin down) = 5.886 / 7.473 eV

Last column: natural (NBO) charge in e.
Geometry (Å):
1 C -3.253 -0.483 0.477  0.6292
2 C -2.554 -1.811 0.581  -0.6478
3 C -2.526 1.612 -0.551  -0.4237
4 C 2.896 -0.451 0.607  -0.4126
5 C 1.735 -0.883 -1.459  -0.4387
6 N -2.334 0.251 -0.222  -0.6032
7 N 1.684 -0.936 -0.013  -0.6902
8 O -4.356 -0.103 0.837  -0.6049
9 P 0.364 -1.351 0.982  0.4995
10 S -1.157 -1.110 -0.366  0.3273
11 H -2.342 -2.260 1.593  0.2540
12 H -3.007 -2.591 0.058  0.2435
13 H -2.435 2.172 0.443  0.2017
14 H -1.801 1.926 -1.253  0.2078
15 H -3.568 1.688 -0.905  0.2252
16 H 2.801 -0.474 1.640  0.2071
17 H 3.584 -1.259 0.374  0.1981
18 H 3.171 0.571 0.349  0.2020
19 H 1.480 0.173 -1.834  0.1974
20 H 2.548 -1.380 -2.013  0.2113
21 H 0.848 -1.552 -1.607  0.2172

No. 3
Below is a molecular structure, C41H45BrClCrN4O2S, with properties calculated with wB97M-V/def2-TZVPD.

2S+1 = 4
calculated total energy = -175124.1422 eV
⟨S²⟩ = 3.850
frontier orbital gap (spin up / spin down) = 4.521 / 4.499 eV

Last column: Mulliken charge in e.
Geometry (Å):
1 Cr -0.009 -0.028 -0.722  -0.6217
2 C -5.186 -0.711 5.507  -1.6551
3 C -4.682 0.606 4.900  2.3095
4 C -5.263 0.758 3.491  -1.8091
5 C -5.188 1.776 5.751  -2.0891
6 C -3.154 0.565 4.860  0.3083
7 C -2.381 1.008 5.937  0.0546
8 C -0.995 0.930 5.942  -1.1179
9 C -0.343 0.393 4.842  0.7786
10 S 1.366 0.149 4.567  -0.6436
11 C 1.039 -0.147 2.852  0.2053
12 N -0.308 -0.725 2.756  2.3110
13 C -1.114 -0.062 3.789  -0.6030
14 C -2.488 0.011 3.768  -0.5092
15 C 1.948 0.004 1.807  1.5090
16 C 3.312 0.249 2.189  -2.1993
17 C 4.319 0.485 1.291  -0.6071
18 C 4.064 0.486 -0.080  -1.4986
19 C 2.755 0.247 -0.474  0.2626
20 C 1.688 -0.018 0.386  0.7982
21 H -6.277 -0.712 5.567  0.4175
22 H -4.787 -0.853 6.513  0.3792
23 H -4.875 -1.560 4.895  0.2950
24 H -6.343 0.903 3.551  0.5737
25 H -5.087 -0.126 2.874  0.2485
26 H -4.830 1.622 2.984  0.4488
27 H -6.275 1.840 5.675  0.4446
28 H -4.765 2.723 5.412  0.4312
29 H -4.946 1.652 6.807  0.4143
30 H -2.866 1.440 6.802  0.2703
31 H -0.429 1.297 6.787  0.4407
32 H -3.031 -0.365 2.909  -0.3148
33 H 3.559 0.240 3.244  0.3305
34 H 5.322 0.667 1.659  0.3613
35 H 4.842 0.683 -0.806  0.4280
36 H 2.568 0.313 -1.541  0.4430
37 Cl -0.848 2.307 1.414  -0.1786
38 C -0.312 1.995 -0.290  -1.2098
39 H 0.631 2.535 -0.385  0.6641
40 H -1.055 2.526 -0.894  0.5617
41 Br 0.202 0.674 -7.387  -0.1282
42 C 0.308 0.590 -5.517  0.0454
43 C -0.452 1.437 -4.735  -0.8882
44 C -0.350 1.326 -3.359  -0.1986
45 N 0.445 0.440 -2.742  0.5123
46 C 1.187 -0.358 -3.528  0.2791
47 C 1.156 -0.320 -4.906  -1.0573
48 H -1.114 2.171 -5.171  0.5289
49 H -0.932 1.975 -2.722  0.2154
50 H 1.847 -1.050 -3.027  0.3410
51 H 1.780 -0.987 -5.482  0.4830
52 N -3.359 -4.308 -1.600  -0.1920
53 C -2.222 -5.001 -1.866  0.0493
54 O -2.210 -6.137 -2.297  -0.6667
55 C -0.936 -4.267 -1.609  -0.1331
56 C 0.215 -4.996 -1.343  -0.6043
57 C 1.381 -4.316 -1.039  -1.1087
58 C 1.359 -2.931 -0.999  -0.4536
59 N 0.263 -2.221 -1.291  0.6059
60 C -0.853 -2.887 -1.600  -0.3269
61 H -4.217 -4.831 -1.674  0.2874
62 H -3.356 -3.523 -0.962  0.1951
63 H 0.165 -6.077 -1.369  0.4951
64 H 2.295 -4.841 -0.803  0.4692
65 H 2.225 -2.358 -0.689  0.5624
66 H -1.722 -2.282 -1.829  0.8170
67 C -0.685 -4.493 2.076  -2.5129
68 C -0.881 -3.005 1.777  2.3976
69 C -0.336 -2.232 2.966  -1.5474
70 C -2.305 -2.649 1.393  1.2760
71 C -3.383 -3.428 1.795  -0.5322
72 C -4.671 -3.150 1.360  -1.4015
73 C -4.863 -2.104 0.470  -1.1992
74 C -3.816 -1.289 0.043  0.8343
75 C -4.118 -0.192 -0.959  0.2637
76 C -3.309 -0.324 -2.249  -1.4204
77 C -3.976 1.204 -0.356  -1.4657
78 C -2.530 -1.518 0.574  -0.4163
79 O -1.514 -0.715 0.288  2.1801
80 H 0.378 -4.727 2.134  0.4026
81 H -1.131 -5.115 1.298  0.4288
82 H -1.134 -4.774 3.030  0.5711
83 H -0.244 -2.748 0.927  -1.5881
84 H -0.917 -2.435 3.867  0.3206
85 H -0.704 -0.515 1.820  -1.3189
86 H 0.702 -2.512 3.141  0.5134
87 H -3.216 -4.279 2.443  0.4587
88 H -5.505 -3.760 1.681  0.4319
89 H -5.857 -1.906 0.085  0.3715
90 H -5.167 -0.331 -1.238  0.6782
91 H -2.239 -0.220 -2.053  -0.0098
92 H -3.590 0.462 -2.953  0.5721
93 H -3.477 -1.287 -2.737  0.4005
94 H -2.948 1.400 -0.055  -0.1057
95 H -4.603 1.308 0.528  0.1626
96 H -4.282 1.964 -1.079  0.4930

No. 4
Below is a molecular structure, C14H15BrCl3NO2PdSi, with properties calculated with wB97M-V/def2-TZVPD.

net charge = +2
calculated total energy = -139296.5300 eV
frontier orbital gap = 4.226 eV

Last column: natural (NBO) charge in e.
Geometry (Å):
1 Pd 1.016 -0.080 -0.637  1.0089
2 Cl 3.842 1.914 6.057  0.3301
3 C 3.306 1.219 4.654  0.1734
4 C 2.453 2.004 3.807  -0.2750
5 C 2.007 1.473 2.654  -0.0139
6 Cl 1.003 2.306 1.594  0.2088
7 C 2.409 0.082 2.260  0.4893
8 O 2.071 -0.425 1.217  -0.4565
9 C 3.293 -0.686 3.216  0.0175
10 Cl 3.712 -2.238 2.770  0.2613
11 C 3.715 -0.110 4.364  -0.3001
12 H 2.187 3.008 4.111  0.2918
13 H 4.356 -0.636 5.059  0.2940
14 Br -3.865 -4.466 0.293  0.2066
15 C -2.479 -3.242 0.081  -0.0301
16 C -1.361 -3.569 -0.674  -0.2552
17 C -0.359 -2.634 -0.817  0.0690
18 N -0.428 -1.424 -0.237  -0.4626
19 C -1.515 -1.102 0.481  0.0468
20 C -2.555 -1.985 0.669  -0.2545
21 H -1.272 -4.531 -1.157  0.2684
22 H 0.515 -2.840 -1.418  0.2390
23 H -1.547 -0.108 0.904  0.2215
24 H -3.416 -1.690 1.253  0.2641
25 C -0.405 1.896 -4.397  -1.1328
26 Si -0.898 1.148 -2.779  1.8411
27 C -1.107 2.444 -1.440  -1.1539
28 C -2.420 0.094 -2.918  -1.1518
29 O 0.431 0.187 -2.356  -0.9803
30 H -1.220 2.517 -4.777  0.2595
31 H -0.200 1.126 -5.143  0.2617
32 H 0.483 2.521 -4.300  0.2525
33 H -1.919 3.121 -1.717  0.2702
34 H -0.207 3.056 -1.326  0.2346
35 H -1.375 2.023 -0.466  0.2116
36 H -3.262 0.693 -3.274  0.2636
37 H -2.723 -0.358 -1.971  0.2242
38 H -2.264 -0.711 -3.640  0.2570

No. 5
Below is 2 unconnected molecules or ions with the total composition C11H15NS in a non-equilibrium geometry, with properties calculated with wB97M-V/def2-TZVPD.

2S+1 = 2
net charge = +1
calculated total energy = -23966.5879 eV
⟨S²⟩ = 0.781
frontier orbital gap (spin up / spin down) = 6.405 / 3.184 eV

Last column: natural (NBO) charge in e.
Geometry (Å):
1 C -3.222 -1.622 -3.510  -0.6635
2 C -2.032 -0.384 -0.258  0.1997
3 C -2.103 -1.424 -1.237  -0.1071
4 C -3.123 -1.014 -2.159  0.0895
5 C -3.803 0.038 -1.573  0.1447
6 C -0.992 -0.251 0.623  -0.2391
7 C 0.105 -1.139 0.421  -0.0188
8 C 0.057 -2.287 -0.468  -0.2301
9 C -1.033 -2.294 -1.352  -0.0897
10 N -3.280 0.242 -0.253  -0.5059
11 H -0.936 0.466 1.446  0.2587
12 H 1.021 -0.789 0.817  0.2340
13 H -3.211 1.262 -0.146  0.4135
14 H 0.921 -2.908 -0.684  0.2564
15 H -4.660 0.603 -1.906  0.2489
16 H -1.018 -3.080 -2.167  0.2420
17 H -4.301 -1.774 -3.728  0.2555
18 H -2.734 -2.591 -3.589  0.2457
19 H -2.776 -0.945 -4.245  0.2641
20 C 3.162 3.053 2.942  -0.7685
21 C 5.018 1.239 2.472  -0.7688
22 S 3.935 1.675 3.841  0.2250
23 H 2.845 2.859 1.938  0.2032
24 H 2.350 3.556 3.448  0.2308
25 H 3.831 3.966 2.855  0.2198
26 H 4.605 0.872 1.500  0.2060
27 H 5.763 0.575 2.894  0.2347
28 H 5.611 2.094 2.076  0.2196